A | ORCA calculation (wB97M-V/def2-TZVPD) on a cluster of 8 separate species, C5H23NO9 in total.

Values from the calculation:
HOMO = -0.3688 Eh
charge = 0
multiplicity = 1
SMILES = C[C@H](C=O)N(C)C=O.O.O.O.O.O.O.O
orbital gap = 10.0 eV

XYZ file:
```
38
Properties=species:S:1:pos:R:3:mulliken_charge:R:1
O 2.291 -0.755 -2.409 -0.614
H 0.416 3.157 2.619 0.357
H -3.874 -1.623 1.565 0.358
C -2.982 0.665 -0.462 -0.175
H 3.581 -2.507 -0.051 0.300
C -1.878 -1.081 0.721 0.001
H -1.327 -1.981 0.429 0.635
C -2.871 -1.549 -1.489 -1.143
H -0.113 0.978 -3.565 0.307
H 2.096 -1.450 -1.772 0.277
H 1.860 0.041 3.107 0.335
H 4.061 -0.171 0.113 0.344
H 3.256 -0.716 -2.343 0.339
C -2.942 -1.141 1.833 -1.284
H 0.728 2.313 1.353 0.245
H -0.292 0.383 0.301 0.271
H 1.616 3.147 -1.258 0.320
H 1.774 1.572 -1.491 0.287
O 2.222 2.405 -1.308 -0.678
C -0.756 -0.141 1.160 -0.203
O 3.551 -2.261 0.871 -0.620
H 3.553 0.763 -1.027 0.392
O 2.270 0.898 3.246 -0.613
H -3.705 -1.183 -2.098 0.383
O -0.271 -0.101 2.261 -0.619
H -2.821 -0.230 2.403 0.398
H 1.781 1.538 2.728 0.295
H -3.773 0.933 -1.171 0.412
H 2.805 -2.508 1.415 0.308
O -2.705 1.340 0.513 -0.483
O -0.995 1.012 -3.177 -0.604
O 0.457 3.182 1.658 -0.617
H -2.515 -1.899 2.512 0.393
H -0.924 1.695 -2.501 0.296
O 4.190 0.077 -0.811 -0.658
N -2.335 -0.551 -0.587 0.400
H -2.128 -1.805 -2.247 0.287
H -3.302 -2.447 -1.043 0.370
```



B | ORCA calculation (wB97M-V/def2-TZVPD) on a cluster of 8 separate species, C5H23NO9 in total.

Values from the calculation:
HOMO = -0.3477 Eh
charge = 0
multiplicity = 1
SMILES = C[C@H](CC=O)NC=O.O.O.O.O.O.O.O
orbital gap = 9.5 eV

XYZ file:
```
38
Properties=species:S:1:pos:R:3:mulliken_charge:R:1
C 0.696 1.828 -2.049 -0.062
O 2.102 -1.562 -1.058 -0.677
H -1.497 -0.389 -1.016 0.285
H 1.349 -2.503 0.380 0.312
H 2.120 -1.277 -1.918 0.249
O 0.667 -3.116 0.579 -0.585
H -1.533 1.327 -3.438 0.434
H -2.438 -1.509 1.180 0.270
H -1.134 -0.386 -3.255 0.284
H 2.753 1.105 0.204 0.437
H -3.366 0.732 0.811 0.577
O 2.132 -0.476 3.049 -0.673
H 0.121 2.508 -2.682 0.324
H 0.358 1.536 1.397 0.306
C -2.407 1.148 0.745 -0.223
C -1.471 0.585 -1.469 0.428
H -0.842 -2.016 2.946 0.213
H 2.434 -1.045 2.388 0.319
O 3.276 0.312 0.243 -0.759
H 1.724 1.425 2.236 0.323
O -0.422 -1.458 2.474 -0.569
O -2.203 -1.838 0.341 -0.669
H -1.495 -2.466 0.475 0.321
N 0.053 0.839 -1.415 0.184
H -2.686 2.425 -1.127 0.561
H 1.282 -0.824 3.324 0.342
H -2.823 0.387 -3.120 0.465
H -0.823 -0.481 2.626 0.404
H 0.456 0.391 -0.650 0.045
H 2.553 -0.857 -0.642 0.442
O 1.376 1.533 1.280 -0.649
O 1.898 1.925 -1.846 -0.572
H -1.238 2.513 -0.513 0.405
H 1.170 -3.911 0.177 0.289
C -1.822 0.516 -2.861 -1.572
H 3.239 0.178 1.188 0.272
C -2.028 1.808 -0.592 -0.897
O -1.531 1.095 1.609 -0.582
```



The least stable of the structures above is B, whereas A is the most stable.